(1)
Here is one molecule with the formula C4H8N2O in a non-equilibrium geometry from the OMol25 dataset. Energies are from ωB97M-V with the def2-TZVPD basis set.

Last column: Löwdin charge in e.
Cartesian coordinates (Å):
N1 1.78719 1.36777 1.35691  0.167
C1 1.06937 1.06991 0.49908  -0.187
C2 0.07760 0.72685 -0.54480  -0.390
N2 0.70385 0.89303 -1.85206  0.035
C3 -0.44723 -0.71714 -0.39310  -0.143
C4 -0.40194 -1.25928 1.03497  -0.275
O1 -1.02222 -0.38674 1.95926  -0.066
H1 -0.76544 1.41205 -0.36229  0.147
H2 0.05471 0.59181 -2.57283  0.080
H3 0.91466 1.87117 -2.02502  0.081
H4 0.14935 -1.36643 -1.04502  0.121
H5 -1.48193 -0.73192 -0.75542  0.120
H6 0.64025 -1.45896 1.31907  0.120
H7 -0.93929 -2.21282 1.07261  0.119
H8 -0.33891 0.20071 2.30864  0.070

Atoms 1-3, force components in eV/Å:
-0.7 -0.3 -0.9
0.6 0.3 0.8
-0.1 0.0 0.2

Computed properties:
**2S+1**: 1
**Relative energy (zero: lowest compared OMol25 entry of this formula, charge and spin)**: 1.6293 eV
**SMILES**: N#C[C@@H](N)CCO
**LUMO**: 0.73 eV
**Total charge**: 0
**HOMO**: -10.29 eV

(2)
Here is C13H29BCl2F2N4O10P2S3 as an isolated structure in a non-equilibrium geometry from the OMol25 dataset. Energies are from ωB97M-V with the def2-TZVPD basis set.

Last column: Löwdin charge in e.
Cartesian coordinates (Å):
C1 4.80145 -2.20952 -1.34988  -0.085
C2 3.32021 -2.18743 -1.81075  -0.115
B1 2.25351 -1.99961 -0.68070  -0.509
O1 1.44558 -3.01250 -0.31237  0.201
N1 2.04605 -0.63074 0.09734  -0.188
P1 2.99062 -0.84889 1.64213  0.817
N2 2.27403 -1.83317 2.59161  -0.218
C3 2.58121 0.49809 -0.72370  -0.088
C4 2.08184 1.89313 -0.33013  -0.251
C5 3.30161 2.82310 -0.01797  -0.105
O2 3.14945 3.45872 1.24380  -0.022
C6 4.28205 3.51593 2.00335  -0.494
C7 3.99378 3.40065 3.46619  0.024
O3 5.40432 3.65822 1.52681  0.102
N3 1.20248 1.86698 0.83503  -0.024
C8 0.08309 0.89122 0.74710  -0.551
C9 -0.97754 1.35377 -0.27551  -0.158
C10 -2.44031 0.96488 -0.05076  -0.174
C11 -2.70664 -0.54466 -0.22742  -0.198
C12 -3.43204 -1.06535 1.00436  -0.289
S1 -3.79229 -2.82118 1.00537  0.344
O4 -3.33709 -3.47969 -0.17058  -0.318
O5 -5.14832 -3.02933 1.37186  -0.310
Cl1 -2.65056 -3.45235 2.61368  0.339
P2 -0.66187 0.73104 2.48888  0.678
O6 -1.32636 2.19540 2.72093  -0.313
Cl2 1.00503 0.86261 3.71839  0.291
C13 0.57215 -0.52007 0.34778  -0.140
H1 5.05572 -1.36449 -0.72425  0.038
H2 5.42347 -2.13289 -2.23148  0.081
H3 5.03388 -3.14226 -0.85554  0.086
H4 3.23222 -1.46836 -2.62111  0.106
H5 3.10468 -3.15381 -2.24962  0.114
H6 0.71211 -3.16196 -0.91833  0.151
H7 4.22940 -1.35382 1.21804  0.039
H8 3.16589 0.45422 2.12097  0.001
H9 2.84926 -2.65353 2.74119  0.009
H10 3.66062 0.44930 -0.64019  0.111
H11 2.35383 0.34977 -1.77000  0.136
H12 1.59495 2.35157 -1.18848  0.144
H13 4.24428 2.28902 -0.07362  0.115
H14 3.35148 3.60954 -0.76260  0.135
H15 3.18250 4.07693 3.71681  0.096
H16 3.68252 2.39594 3.72652  0.057
H17 4.85773 3.68690 4.04504  0.091
H18 0.74672 2.76678 0.87480  0.110
H19 -0.93905 2.44063 -0.34382  0.120
H20 -0.73598 0.99732 -1.27420  0.128
H21 -3.01123 1.47212 -0.82004  0.126
H22 -2.85660 1.30595 0.89015  0.098
H23 -3.35768 -0.65832 -1.07886  0.083
H24 -1.82250 -1.13512 -0.44523  0.092
H25 -4.39603 -0.57014 1.06099  0.108
H26 -2.91378 -0.86172 1.93354  0.029
H27 -0.93042 2.88414 2.17920  0.053
H28 0.25039 -1.25132 1.08265  0.102
H29 0.10924 -0.76210 -0.59781  0.114
N4 -7.28924 -0.30518 -3.14333  -0.301
S2 -7.35268 -1.21696 -4.44986  0.484
O7 -7.46423 -2.61408 -4.19980  -0.282
O8 -6.51857 -0.79274 -5.52525  -0.286
F1 -8.81071 -0.79941 -4.91231  -0.186
S3 -5.98762 -0.46533 -2.30151  0.457
O9 -6.09602 0.11747 -0.99657  -0.305
O10 -4.73768 -0.24453 -2.97392  -0.312
F2 -5.93629 -2.01875 -1.96699  -0.191

Atoms 1-3, force components in eV/Å:
-0.4 0.1 -0.5
0.3 0.2 0.3
0.2 -0.6 -0.5

Computed properties:
**2S+1**: 1
**Relative energy (zero: lowest compared OMol25 entry of this formula, charge and spin)**: 0.0000 eV
**LUMO**: -1.84 eV
**Total charge**: 0
**HOMO**: -8.45 eV

(3)
Here is a 2-piece molecular cluster, C13H30O2 overall in a non-equilibrium geometry from the OMol25 dataset. Energies are from ωB97M-V with the def2-TZVPD basis set.

Last column: Löwdin charge in e.
Cartesian coordinates (Å):
C1 0.20278 1.76832 3.38273  -0.242
C2 -1.37368 1.92587 2.90966  -0.258
C3 -1.40607 2.45083 1.32283  -0.283
C4 -2.47897 1.60794 0.40101  -0.239
C5 -1.84358 1.12859 -1.07048  -0.213
C6 -2.41176 -0.32141 -1.56872  -0.222
C7 -1.62211 -1.63647 -1.00633  -0.231
C8 -0.77151 -1.44018 0.36645  -0.237
C9 0.68356 -0.73821 0.25821  -0.218
C10 1.48527 -0.86787 -1.15177  -0.177
C11 2.30645 0.57825 -1.33825  -0.168
C12 3.84273 0.39640 -1.86977  -0.244
O1 4.04213 -0.81092 -2.70506  -0.256
C13 4.92960 -1.66156 -1.84437  -0.126
H1 0.43951 0.64822 3.66168  0.045
H2 0.96660 2.10847 2.54930  0.046
H3 0.33403 2.50680 4.30855  0.061
H4 -1.81158 2.80482 3.54684  0.022
H5 -1.64119 3.61760 1.36761  0.102
H6 -0.35033 2.36424 0.80530  0.068
H7 -3.37407 2.36582 0.17971  0.103
H8 -2.97773 0.69849 0.96157  0.052
H9 -0.67630 1.25638 -1.12436  0.090
H10 -2.27771 1.93302 -1.84050  0.112
H11 -3.57967 -0.32139 -1.34377  0.102
H12 -2.33280 -0.32640 -2.75771  0.111
H13 -0.95880 -2.16692 -1.84467  0.112
H14 -2.46878 -2.44369 -0.76217  0.070
H15 -1.40809 -0.84737 1.18285  0.082
H16 -0.61151 -2.52394 0.83623  0.103
H17 1.37707 -1.23325 1.09484  0.127
H18 0.55864 0.39380 0.61387  0.082
H19 0.83478 -0.96711 -2.11666  0.105
H20 2.21998 -1.78464 -1.08066  0.103
H21 1.72033 1.19454 -2.16883  0.116
H22 2.32881 1.21821 -0.35918  0.109
H23 4.53639 0.40878 -0.89945  0.124
H24 4.09432 1.35166 -2.53420  0.133
H25 5.92507 -1.06073 -1.71367  0.102
H26 5.06394 -2.73774 -2.28273  0.102
H27 4.39394 -1.78657 -0.79590  0.093
O2 -3.84411 -2.12300 1.49672  0.192
H28 -3.52607 -3.04374 1.31479  0.150
H29 -3.77407 -1.89925 2.45962  0.138
H30 -4.76543 -1.98466 1.15883  0.158

Atoms 1-3, force components in eV/Å:
-0.7 0.3 0.3
1.9 2.1 -1.2
-0.1 -0.3 0.8

Computed properties:
**2S+1**: 1
**LUMO**: -1.71 eV
**Total charge**: 0
**HOMO**: -4.87 eV